# 1
Formula: C21H40P2Ti
Source: OMol25
Level of theory: ωB97M-V/def2-TZVPD

The value obtained for the energy above the lowest of the compared OMol25 structures with the same formula, charge and spin is 23.8 kJ/mol. The calculation puts the total energy at -2355.39801 hartree. The calculation puts the HOMO-LUMO gap (spin up / spin down) at 5.725 / 5.753 eV. As for the LUMO energy (spin up / spin down): -7.54 / -7.51 eV. Its HOMO energy (spin up / spin down) is -13.266 / -13.259 eV. The net charge is +2.

Atoms and positions in Å:
P: -1.26 2.44 0.82
P: -0.31 1.88 -2.45
C: -1.05 3.74 -0.50
C: -1.36 3.26 -1.92
H: -0.02 4.13 -0.41
H: -1.75 4.55 -0.21
H: -2.42 3.01 -2.05
H: -1.11 4.07 -2.63
C: 1.25 2.80 -2.75
H: 2.14 2.15 -2.76
H: 1.38 3.58 -1.98
H: 1.13 3.28 -3.74
C: -0.78 1.58 -4.19
H: -0.48 2.42 -4.80
H: -1.86 1.43 -4.29
H: -0.31 0.66 -4.56
C: -0.74 3.51 2.29
H: -0.75 2.90 3.24
H: -1.54 4.27 2.31
H: 0.25 3.96 2.14
C: -3.09 2.42 0.78
H: -3.42 1.92 -0.15
H: -3.46 3.46 0.80
H: -3.48 1.83 1.62
Ti: 0.01 1.13 2.20
C: 0.78 -2.58 -1.46
C: 1.72 -1.66 -1.81
C: 1.53 -0.19 -1.52
C: 0.58 0.14 -0.29
C: -0.88 0.33 -0.68
C: -1.29 0.19 -2.09
C: -1.18 -1.27 -2.50
C: -0.69 -2.28 -1.39
C: -1.78 0.10 2.77
H: 1.03 -3.66 -1.55
H: 2.62 -1.95 -2.34
H: 1.16 0.32 -2.43
H: 2.50 0.31 -1.35
H: 0.72 -0.71 0.39
H: 0.99 1.05 0.29
H: -1.56 -0.12 0.07
H: -2.29 0.53 -2.35
H: -0.59 -1.40 -3.40
H: -2.20 -1.53 -2.79
H: -0.95 -1.96 -0.38
H: -1.30 -3.19 -1.49
H: -1.78 -0.87 2.23
H: -2.78 0.56 2.78
H: -1.41 -0.10 3.79
C: 0.82 -4.19 3.02
C: 1.92 -3.17 2.73
C: 2.99 -3.27 3.82
C: 2.54 -3.46 1.37
C: 1.36 -1.83 2.62
C: 0.91 -0.68 2.57
H: 1.25 -5.19 3.10
H: 0.09 -4.19 2.20
H: 0.31 -3.96 3.95
H: 3.40 -4.28 3.83
H: 3.82 -2.58 3.62
H: 2.58 -3.07 4.81
H: 1.79 -3.37 0.58
H: 3.33 -2.73 1.16
H: 2.97 -4.46 1.34

natural (NBO) atomic charges, in units of e: P 1.0186; P 1.4631; C -0.7019; C -0.7602; H 0.2399; H 0.2672; H 0.2645; H 0.2784; C -0.9187; H 0.2740; H 0.2505; H 0.2833; C -0.9684; H 0.2368; H 0.2548; H 0.2621; C -1.0187; H 0.2228; H 0.3201; H 0.2798; C -0.9327; H 0.2643; H 0.2537; H 0.2632; Ti 1.4046; C -0.1756; C -0.1999; C -0.4244; C -0.4926; C -0.4340; C -0.3744; C -0.4355; C -0.4693; C -0.9878; H 0.2367; H 0.2400; H 0.1851; H 0.2431; H 0.3397; H 0.1268; H 0.2030; H 0.2483; H 0.2443; H 0.2490; H 0.2249; H 0.2571; H 0.2637; H 0.2239; H 0.2574; C -0.5816; C -0.1780; C -0.5838; C -0.5771; C 0.1931; C -0.6070; H 0.2334; H 0.2056; H 0.2223; H 0.2295; H 0.2182; H 0.2232; H 0.2075; H 0.2131; H 0.2313


# 2
Formula: C21H41AgF9NO9
Source: OMol25
Level of theory: ωB97M-V/def2-TZVPD

The value obtained for the energy above the lowest of the compared OMol25 structures with the same formula, charge and spin is 0.0 kJ/mol. Its expectation value of S² is 0.76. Its multiplicity is 2. The calculation puts the total energy at -2602.15124 hartree. The calculation puts the HOMO-LUMO gap (spin up / spin down) at 7.121 / 4.239 eV. As for the LUMO energy (spin up / spin down): 2.49 / -0.37 eV. Its HOMO energy (spin up / spin down) is -4.635 / -4.609 eV. The net charge is -1.

Atoms and positions in Å:
Ag: -0.28 1.35 0.43
C: 0.91 4.96 1.28
O: 1.80 5.50 0.27
O: 0.33 3.79 0.70
C: 1.44 5.04 2.79
F: 2.30 4.09 3.15
F: 2.04 6.18 3.11
F: 0.51 5.07 3.72
C: 2.05 6.85 0.16
C: 2.71 6.92 -1.16
H: 2.07 6.52 -1.95
H: 3.02 7.95 -1.36
H: 3.63 6.38 -1.34
H: 2.71 7.25 0.92
H: 1.19 7.52 0.08
H: 0.19 5.78 1.30
C: -3.83 0.65 1.52
O: -4.32 1.41 2.68
O: -2.59 1.26 1.33
C: -3.97 -0.91 1.79
F: -3.25 -1.45 0.75
F: -3.49 -1.39 2.92
F: -5.28 -1.42 1.68
C: -5.75 1.38 3.02
C: -6.17 2.27 4.10
H: -5.71 3.26 4.11
H: -7.26 2.24 3.99
H: -5.95 1.73 5.01
H: -6.03 0.35 3.25
H: -6.32 1.54 2.10
H: -4.51 1.02 0.76
C: 2.22 -1.19 2.13
O: 2.28 -2.49 1.49
O: 1.16 -0.55 1.34
C: 2.11 -1.30 3.71
F: 2.79 -2.30 4.16
F: 2.50 -0.13 4.28
F: 0.81 -1.49 4.12
C: 3.62 -3.02 1.26
C: 3.28 -4.24 0.41
H: 4.23 -4.63 0.03
H: 2.59 -4.93 0.90
H: 2.69 -3.93 -0.45
H: 4.17 -3.23 2.18
H: 4.34 -2.35 0.78
H: 3.13 -0.64 1.89
C: -0.12 1.88 -4.23
C: -0.94 1.31 -3.11
C: -1.88 0.27 -3.63
O: 0.05 0.81 -2.15
H: 0.44 2.67 -3.73
H: -0.72 2.33 -5.02
H: 0.70 1.29 -4.66
H: -1.58 2.11 -2.75
H: -2.61 0.80 -4.24
H: -2.40 -0.09 -2.75
H: -1.49 -0.63 -4.12
C: 4.04 -2.02 -2.72
O: 2.70 -2.64 -2.42
C: 1.70 -2.36 -3.40
C: 0.46 -2.79 -2.72
N: 0.26 -2.00 -1.43
H: 1.09 -2.28 -0.93
H: 0.34 -1.01 -1.59
C: -0.95 -2.32 -0.45
C: -0.90 -3.76 0.14
O: -0.91 -4.79 -0.89
C: -0.91 -6.11 -0.36
H: 4.54 -2.33 -3.64
H: 4.69 -2.25 -1.88
H: 3.75 -0.97 -2.81
H: 1.85 -3.11 -4.18
H: 1.75 -1.39 -3.88
H: 0.41 -3.84 -2.46
H: -0.40 -2.59 -3.36
H: -1.80 -2.22 -1.13
H: -0.84 -1.55 0.31
H: -1.69 -3.90 0.87
H: 0.08 -3.77 0.61
H: -1.13 -6.87 -1.11
H: -1.70 -6.15 0.39
H: 0.02 -6.39 0.13

Mulliken atomic charges, in units of e: Ag 0.9923; C -0.0213; O -0.2606; O -0.1104; C 0.8138; F -0.2721; F -0.2760; F -0.2676; C -0.0270; C -1.3767; H 0.3099; H 0.3997; H 0.3253; H 0.2618; H 0.2927; H 0.1922; C -0.2272; O -0.2876; O -0.6890; C 0.8252; F -0.3034; F -0.2733; F -0.3079; C -0.2160; C -1.1976; H 0.3036; H 0.3465; H 0.2835; H 0.2510; H 0.3014; H 0.1152; C -0.5038; O -0.1826; O -0.6147; C 0.8916; F -0.2640; F -0.2814; F -0.2711; C -0.4193; C -0.8608; H 0.3738; H 0.3098; H 0.0000; H 0.3662; H 0.3387; H 0.1453; C -1.4149; C 0.7489; C -1.2679; O -1.0347; H 0.3079; H 0.3787; H 0.2282; H 0.1004; H 0.4835; H 0.1785; H 0.1624; C -0.8155; O -0.2397; C -0.6477; C -0.5102; N 0.8226; H -0.0273; H 0.1625; C -0.3088; C -0.4874; O -0.2870; C -0.7692; H 0.2933; H 0.1809; H 0.3571; H 0.4005; H 0.3715; H 0.3231; H 0.4015; H 0.3091; H 0.1239; H 0.5801; H 0.1314; H 0.2547; H 0.3076; H 0.2739


# 3
Formula: C21H41BLuN3O8P2S
Source: OMol25
Level of theory: ωB97M-V/def2-TZVPD

The value obtained for the energy above the lowest of the compared OMol25 structures with the same formula, charge and spin is 137.0 kJ/mol. The calculation puts the total energy at -3932.58641 hartree. The calculation puts the HOMO-LUMO gap at 8.378 eV. As for the LUMO energy: 0.37 eV. Its HOMO energy is -8.008 eV. The net charge is 0.

Atoms and positions in Å:
Lu: 0.00 1.83 -0.73
N: 0.38 4.30 -0.89
N: -0.48 4.78 -1.85
C: -1.62 4.11 -2.19
O: -2.47 4.59 -2.88
O: -1.70 2.88 -1.61
H: 0.21 4.85 -0.08
H: 1.31 4.50 -1.21
H: -0.43 5.82 -2.05
C: -1.98 -2.47 -3.03
C: -3.28 -1.87 -2.43
C: -4.49 -2.78 -2.72
O: -3.23 -1.72 -1.02
P: -2.12 -0.83 -0.23
O: -1.56 0.25 -1.04
C: -0.92 -2.13 0.10
P: 0.81 -1.56 0.48
O: 1.03 -0.13 0.19
O: 0.78 -1.85 2.03
C: 1.81 -2.50 2.80
C: 1.16 -3.61 3.57
C: 2.39 -1.46 3.74
O: 1.81 -2.54 -0.15
C: 2.65 -2.07 -1.31
C: 4.01 -1.62 -0.80
C: 2.84 -3.32 -2.27
O: -2.69 -0.47 1.20
C: -4.04 0.18 1.33
C: -4.85 -0.72 2.23
C: -3.83 1.53 1.98
H: -2.13 -2.30 -4.06
H: -1.78 -3.49 -2.81
H: -1.09 -1.86 -2.69
H: -3.34 -0.95 -2.96
H: -4.42 -3.72 -2.26
H: -4.49 -2.89 -3.86
H: -5.33 -2.25 -2.34
H: -0.92 -2.78 -0.74
H: -1.32 -2.63 0.98
H: 2.57 -2.85 2.10
H: 0.63 -3.07 4.35
H: 1.83 -4.13 4.17
H: 0.44 -4.18 3.00
H: 1.57 -1.06 4.36
H: 2.81 -0.62 3.15
H: 3.12 -1.88 4.43
H: 2.01 -1.26 -1.73
H: 4.08 -0.65 -0.20
H: 4.70 -1.50 -1.62
H: 4.37 -2.37 -0.08
H: 2.60 -4.22 -1.81
H: 3.83 -3.32 -2.70
H: 2.13 -3.28 -3.09
H: -4.48 0.17 0.37
H: -4.41 -0.93 3.25
H: -4.96 -1.65 1.67
H: -5.87 -0.28 2.36
H: -3.36 1.46 2.96
H: -4.85 1.94 2.13
H: -3.28 2.23 1.33
S: 1.37 1.16 -2.74
C: 2.61 2.24 -2.13
C: 2.97 3.33 -2.90
C: 3.76 4.32 -2.37
C: 4.18 4.24 -1.03
C: 3.90 3.11 -0.31
C: 3.06 2.11 -0.83
H: 2.61 3.40 -3.88
H: 4.00 5.24 -2.97
H: 4.72 4.93 -0.44
H: 4.29 2.99 0.70
H: 2.77 1.15 -0.34
B: -0.58 1.56 3.87
C: -0.03 1.96 2.52
N: 0.30 2.32 1.47
H: 0.35 1.07 4.46
H: -1.04 2.55 4.37
H: -1.40 0.68 3.69

Mulliken atomic charges, in units of e: Lu 1.4862; N -0.4216; N -0.2074; C 0.4913; O -0.6900; O -0.7443; H 0.2643; H 0.2126; H 0.2561; C -1.3164; C 0.6337; C -1.4831; O -0.3814; P -0.4617; O -0.7665; C -0.5875; P 0.0486; O 0.8465; O 0.0929; C 0.7561; C -1.5487; C -1.2626; O -0.4908; C 1.7715; C -1.4631; C -1.5727; O 0.2347; C 0.5270; C -1.4433; C -1.1836; H 0.5776; H 0.3079; H 0.1748; H 0.3204; H 0.3652; H 0.3541; H 0.4246; H 0.5597; H 0.3079; H 0.1995; H 0.3562; H 0.4657; H 0.3541; H 0.2496; H 0.2299; H 0.4217; H -0.5969; H 0.1921; H 0.5069; H 0.3490; H 0.3980; H 0.4125; H 0.3897; H 0.4334; H 0.2500; H 0.3522; H 0.4156; H 0.2422; H 0.4889; H 0.1761; S -0.6625; C 0.4240; C -0.5814; C -0.5089; C -0.5498; C -0.9816; C 0.3605; H 0.4898; H 0.2890; H 0.4002; H 0.3927; H 0.3015; B 0.4532; C 0.2442; N -0.7356; H -0.2421; H -0.1474; H -0.2213